Density functional theory data (wB97M-V/def2-TZVPD) for a structure of composition C37H52GeMnN7SSi3.

Values from the calculation:
HOMO (spin up / spin down) = -10.692 / -12.593 eV
energy = -171935.2589 eV
expectation value of S² = 6.306
frontier orbital gap (spin up / spin down) = 0.1725 / 0.2232 hartree
relative energy (zero: lowest compared OMol25 entry of this formula, charge and spin) = 457.5 kJ/mol

Structure (ORCA input):
```
! wB97M-V def2-TZVPD RIJCOSX def2/J DEFGRID3
* xyz 2 5
Mn 0.142 0.317 -0.045
C -1.058 0.642 -3.162
N -0.402 1.348 -1.993
C 0.840 2.065 -2.405
C 2.072 1.818 -1.551
C 3.282 2.341 -1.965
C 4.410 2.146 -1.188
C 4.299 1.420 -0.014
C 3.067 0.906 0.327
N 1.971 1.096 -0.416
C -1.361 2.345 -1.428
C -0.830 2.964 -0.148
C -0.955 4.318 0.082
C -0.413 4.868 1.235
C 0.269 4.043 2.108
C 0.348 2.694 1.822
N -0.214 2.145 0.746
C -0.991 -2.026 -2.928
C -1.469 -3.142 -3.557
C -1.625 -4.436 -3.029
C -1.223 -4.899 -1.777
C -0.664 -4.195 -0.717
N -0.452 -2.896 -0.519
H -1.008 1.329 -4.008
H -2.114 0.535 -2.911
H 0.645 3.139 -2.416
H 1.098 1.790 -3.425
H 3.333 2.896 -2.894
H 5.366 2.547 -1.499
H 5.152 1.233 0.624
H 2.934 0.298 1.202
H -2.301 1.837 -1.221
H -1.569 3.136 -2.150
H -1.465 4.939 -0.644
H -0.497 5.929 1.428
H 0.742 4.430 3.001
H 0.881 2.019 2.471
H -1.734 -3.024 -4.606
H -2.053 -5.170 -3.700
H -1.343 -5.959 -1.589
H -0.383 -4.794 0.145
N -3.144 -1.442 -1.173
C -3.956 -0.672 -0.336
C -5.338 -0.572 -0.215
C -5.812 0.343 0.705
C -4.942 1.139 1.472
C -3.570 1.028 1.349
C -3.087 0.094 0.436
N -1.778 -0.248 0.077
C -1.875 -1.144 -0.881
C -0.683 -1.868 -1.487
C -0.615 -0.780 -3.682
S 1.208 -0.938 -3.919
C 1.499 -1.038 -2.242
N 0.621 -1.119 -1.306
H -3.423 -2.117 -1.872
H -6.010 -1.181 -0.807
H -6.880 0.453 0.837
H -5.359 1.850 2.173
H -2.899 1.636 1.946
H -1.022 -0.850 -4.690
H 2.536 -0.866 -1.952
C -2.501 -1.831 3.645
Si -1.547 -2.960 2.526
C -2.823 -3.673 1.389
C -0.884 -4.378 3.514
Ge 0.353 -1.762 1.443
Si 2.395 -3.083 1.343
C 2.688 -3.961 2.947
C 2.399 -4.293 -0.061
C 3.935 -2.053 1.112
Si 0.735 -0.528 4.042
C -0.590 0.752 4.321
C 2.428 0.224 4.007
C 0.700 -1.761 5.405
H -3.413 -2.352 3.957
H -2.801 -0.906 3.148
H -1.956 -1.578 4.550
H -3.731 -3.794 1.991
H -2.535 -4.654 1.016
H -3.066 -3.050 0.534
H -1.710 -4.805 4.098
H -0.095 -4.098 4.205
H -0.507 -5.167 2.856
H 1.886 -4.638 3.234
H 2.865 -3.256 3.764
H 3.602 -4.557 2.832
H 1.889 -5.225 0.193
H 3.443 -4.536 -0.281
H 1.940 -3.897 -0.968
H 4.084 -1.315 1.906
H 3.976 -1.549 0.144
H 4.783 -2.746 1.152
H -1.201 0.939 3.438
H -0.142 1.696 4.646
H -1.255 0.414 5.116
H 2.648 0.855 3.149
H 3.186 -0.562 4.061
H 2.529 0.845 4.906
H -0.288 -2.190 5.570
H 0.981 -1.199 6.307
H 1.418 -2.571 5.280
*
```

Density functional theory data (wB97M-V/def2-TZVPD) for a structure of composition C37H31InN7O9PS3.

Values from the calculation:
HOMO = -7.523 eV
energy = -114698.2426 eV
frontier orbital gap = 0.2769 hartree
relative energy (zero: lowest compared OMol25 entry of this formula, charge and spin) = 47.6 kJ/mol

Structure (ORCA input):
```
! wB97M-V def2-TZVPD RIJCOSX def2/J DEFGRID3
* xyz 0 1
In -0.616 -0.335 0.178
O -0.472 -1.016 2.428
S -1.325 -2.221 2.242
O -2.508 -2.301 3.036
O -1.537 -2.372 0.763
C -0.177 -3.489 2.685
C -0.436 -4.350 3.736
C 0.579 -5.185 4.183
C 1.834 -5.128 3.593
C 2.083 -4.257 2.538
C 1.077 -3.429 2.059
P 1.386 -2.327 0.596
C 1.704 -3.640 -0.633
C 0.625 -4.009 -1.437
C 0.748 -5.050 -2.346
C 1.956 -5.723 -2.471
C 3.036 -5.363 -1.673
C 2.908 -4.331 -0.753
C 2.964 -1.516 1.008
C 4.052 -1.426 0.141
C 5.159 -0.656 0.480
C 5.182 0.039 1.679
C 4.092 -0.030 2.541
C 2.987 -0.797 2.208
H -1.417 -4.341 4.200
H 0.395 -5.864 5.006
H 2.632 -5.764 3.960
H 3.072 -4.219 2.097
H -0.315 -3.478 -1.349
H -0.101 -5.329 -2.959
H 2.056 -6.537 -3.181
H 3.977 -5.896 -1.758
H 3.751 -4.081 -0.121
H 4.035 -1.934 -0.815
H 6.002 -0.598 -0.200
H 6.042 0.647 1.937
H 4.095 0.527 3.470
H 2.129 -0.826 2.872
O -3.159 1.129 3.687
C -4.232 1.576 3.007
C -5.270 2.110 3.773
C -6.395 2.623 3.165
C -6.515 2.618 1.774
C -5.497 2.080 1.014
C -4.347 1.546 1.607
C -3.273 0.965 0.758
O -2.173 0.596 1.346
N -3.478 0.868 -0.520
N -2.427 0.249 -1.215
C -2.375 0.707 -2.419
S -3.382 2.073 -2.869
C -2.421 2.375 -4.378
C -2.145 1.027 -5.008
S -1.434 -0.013 -3.705
H -2.522 0.764 3.045
H -5.161 2.106 4.851
H -7.192 3.032 3.776
H -7.397 3.029 1.297
H -5.562 2.053 -0.066
H -1.492 2.859 -4.079
H -2.993 3.032 -5.032
H -1.420 1.080 -5.822
H -3.063 0.562 -5.362
N 2.600 -2.212 -4.943
N 2.274 -1.528 -3.780
N 3.008 -0.541 -3.319
C 2.285 -0.179 -2.264
N 1.180 -0.927 -2.125
N 1.192 -1.798 -3.122
H 3.604 -2.189 -5.027
H 2.250 -3.154 -4.841
H 2.552 0.632 -1.602
O 0.108 1.616 -1.330
C 0.372 2.103 -0.210
O 0.628 1.328 0.798
C 0.277 3.577 0.011
C -0.310 4.035 1.184
C -0.533 5.403 1.390
C -0.124 6.249 0.394
O -0.213 7.613 0.363
C 0.341 8.027 -0.892
O 0.777 6.849 -1.579
C 0.467 5.791 -0.766
C 0.672 4.462 -1.002
H -0.610 3.313 1.933
H -1.006 5.776 2.290
H 1.189 8.682 -0.718
H -0.422 8.532 -1.481
H 1.112 4.102 -1.927
*
```

Density functional theory data (wB97M-V/def2-TZVPD) for a cluster of 3 separate species, C33H55F6N7O9PS in total.

Values from the calculation:
HOMO = -11.258 eV
energy = -100395.3451 eV
frontier orbital gap = 0.2818 hartree

Structure (ORCA input):
```
! wB97M-V def2-TZVPD RIJCOSX def2/J DEFGRID3
* xyz 1 1
C -4.864 -0.956 7.141
C -4.655 -1.117 5.649
O -4.576 -0.135 4.932
O -4.568 -2.391 5.131
C -3.177 -2.703 4.842
C -3.079 -3.230 3.415
C -1.655 -3.175 2.742
C -0.617 -3.247 3.878
C 0.837 -3.530 3.408
C 1.652 -4.336 4.464
C 2.413 -5.474 3.750
N 3.457 -6.063 4.596
C 4.791 -5.573 4.334
N 5.569 -5.460 5.324
N 5.273 -5.243 3.008
C -1.650 -4.461 1.836
O -1.254 -5.606 2.560
C -0.875 -4.345 0.523
N -0.960 -2.989 -0.146
C 0.404 -2.406 -0.048
C 0.540 -0.956 -0.423
C -0.222 -0.287 -1.342
C -0.009 1.033 -1.639
C 0.985 1.733 -1.008
C 1.198 3.189 -1.352
C 1.763 1.071 -0.080
C 1.551 -0.250 0.188
C -1.878 -2.261 0.648
N -3.064 -2.036 0.160
P -3.682 -2.531 -1.396
O -2.600 -2.539 -2.553
O -4.847 -1.505 -1.696
S -4.415 -4.301 -1.201
N -1.461 -1.924 1.904
C -2.090 -0.722 2.510
C -1.700 0.632 1.852
C -2.724 1.082 0.797
C -2.752 2.616 0.580
N -2.692 2.920 -0.852
H -5.640 -1.624 7.516
H -5.212 0.063 7.300
H -3.928 -1.054 7.694
H -2.595 -1.803 5.038
H -2.868 -3.457 5.568
H -3.833 -2.760 2.777
H -3.356 -4.286 3.455
H -0.870 -4.047 4.570
H -0.569 -2.283 4.386
H 1.344 -2.564 3.332
H 0.900 -4.091 2.480
H 2.327 -3.704 5.041
H 0.968 -4.830 5.159
H 2.765 -5.099 2.778
H 1.677 -6.253 3.517
H 3.490 -7.047 4.337
H 6.462 -5.129 4.958
H 5.012 -5.940 2.317
H 4.850 -4.360 2.737
H -2.695 -4.654 1.567
H -0.399 -5.903 2.229
H -1.311 -5.072 -0.170
H 0.183 -4.603 0.583
H 1.025 -2.982 -0.744
H 0.853 -2.543 0.938
H -1.011 -0.809 -1.874
H -0.624 1.510 -2.390
H 0.237 3.707 -1.348
H 1.804 3.627 -0.557
H 1.665 3.300 -2.331
H 2.545 1.622 0.431
H 2.175 -0.750 0.924
H -3.738 -1.544 0.744
H -2.639 -1.683 -3.021
H -5.665 -2.029 -1.746
H -3.185 -0.727 2.518
H -1.700 -0.667 3.523
H -1.787 1.354 2.670
H -0.665 0.640 1.510
H -3.721 0.835 1.191
H -2.647 0.564 -0.161
H -1.980 3.122 1.166
H -3.715 2.992 0.954
H -3.116 2.192 -1.406
H -3.104 3.816 -1.066
C 1.005 4.496 -7.249
C -0.393 5.072 -7.299
O -1.187 4.617 -6.182
C -0.930 5.193 -5.017
O -0.120 6.045 -4.812
C -1.858 4.623 -3.938
F -1.878 3.277 -3.953
F -3.122 5.032 -4.110
F -1.489 4.997 -2.715
H 0.967 3.407 -7.200
H 1.572 4.793 -8.132
H 1.539 4.839 -6.370
H -0.907 4.726 -8.193
H -0.383 6.162 -7.333
C 6.359 7.569 -4.183
C 6.196 7.170 -5.634
O 5.792 5.791 -5.764
C 4.524 5.528 -5.496
O 3.691 6.318 -5.165
C 4.244 4.034 -5.707
F 5.151 3.263 -5.097
F 4.266 3.718 -7.009
F 3.044 3.693 -5.232
H 7.059 6.900 -3.682
H 6.729 8.591 -4.109
H 5.414 7.508 -3.646
H 7.150 7.251 -6.150
H 5.489 7.816 -6.155
*
```

Density functional theory data (wB97M-V/def2-TZVPD) for the molecule C5H10S.

Values from the calculation:
HOMO = -8.539 eV
energy = -16180.6337 eV
frontier orbital gap = 0.3496 hartree
relative energy (zero: lowest compared OMol25 entry of this formula, charge and spin) = 177.9 kJ/mol

Structure (ORCA input):
```
! wB97M-V def2-TZVPD RIJCOSX def2/J DEFGRID3
* xyz 0 1
C 3.138 -0.378 -0.303
C 2.215 0.590 0.311
C 0.869 0.368 -0.230
C -0.165 0.031 0.460
C -2.745 0.722 -0.220
H 4.191 -0.198 0.085
H 3.193 -0.312 -1.399
H 3.042 -1.493 0.025
H 2.720 1.571 0.151
H 1.938 0.421 1.346
H 0.803 0.371 -1.396
H 0.092 -0.099 1.475
H -2.952 1.103 0.784
H -3.734 0.374 -0.605
H -2.487 1.617 -0.849
S -1.667 -0.710 0.017
*
```